95
Properties=species:S:1:pos:R:3:forces:R:3 method="wB97M-V/def2-TZVPD" orbital_gap_ev=6.80 charge=-2 total_energy_ev=-121431.7479 homo_ev=-3.10
Sc 0.25469 -1.02029 0.06899 0.800 0.571 0.012
C -3.12293 3.40437 2.69275 -0.020 -0.007 0.027
C -2.91619 4.52725 1.67948 0.013 -0.057 -0.064
C -3.40297 5.82699 2.33319 0.000 -0.007 -0.015
C -3.73232 4.21644 0.42090 -0.012 -0.028 0.007
N -1.50702 4.72693 1.25153 -0.025 0.132 0.113
C -1.17096 5.85762 0.51000 -0.023 -0.043 0.012
C 0.10158 5.71734 0.12094 -0.016 -0.046 -0.034
N 0.56626 4.50814 0.59177 0.104 0.072 0.046
B 1.94079 4.02276 0.10922 -0.044 -0.016 -0.033
N 2.62853 3.05152 1.12538 -0.081 0.055 0.014
C 3.08329 3.60626 2.29753 0.017 -0.010 -0.010
C 3.61749 2.62986 3.04967 0.018 -0.023 -0.042
N 3.49914 1.44991 2.33398 -0.014 -0.037 0.124
C 2.85177 1.72390 1.16362 0.075 -0.094 0.000
S 2.49244 0.61268 -0.09735 -0.139 -0.038 -0.223
C 4.14227 0.16176 2.75015 -0.041 0.040 -0.015
C 5.25610 -0.17228 1.75869 0.015 0.005 -0.013
C 3.11274 -0.95769 2.83749 -0.005 -0.018 0.031
C 4.76307 0.33468 4.13711 -0.029 0.023 -0.018
N 1.95942 3.47197 -1.33943 -0.023 0.036 0.024
C 3.19987 3.31944 -1.92124 -0.019 0.011 0.017
C 3.03160 2.77500 -3.13160 -0.045 -0.037 0.002
N 1.66783 2.59309 -3.32191 0.014 0.001 -0.086
C 1.00317 3.02731 -2.20150 -0.002 -0.096 0.051
S -0.67943 3.06901 -1.93827 0.064 0.086 0.101
C 1.20232 1.95043 -4.58987 -0.011 0.036 0.028
C 1.71762 0.50954 -4.59907 -0.012 0.012 0.017
C -0.31056 1.93600 -4.77365 -0.018 -0.032 -0.041
C 1.79434 2.74993 -5.75896 -0.013 0.006 0.015
C -0.42013 3.88398 1.29340 -0.076 -0.127 -0.145
S -0.28622 2.38416 2.05658 0.073 0.066 -0.021
H -4.17816 3.43157 2.97903 0.002 0.005 0.023
H -2.50810 3.53734 3.58120 0.001 0.006 -0.004
H -2.88898 2.42528 2.28752 -0.026 0.034 0.006
H -4.41594 5.67851 2.71024 0.007 -0.004 -0.012
H -3.42828 6.66576 1.63813 -0.013 0.003 0.006
H -2.75626 6.08999 3.17183 -0.008 -0.002 0.004
H -4.77430 4.02629 0.68797 0.003 0.009 0.000
H -3.32622 3.33062 -0.07012 -0.004 0.003 0.008
H -3.69944 5.04116 -0.29332 0.028 0.000 -0.002
H -1.87058 6.64346 0.30049 0.010 0.000 0.007
H 0.71558 6.35246 -0.49253 0.011 0.004 0.026
H 2.65796 5.00924 0.10054 -0.006 -0.022 -0.016
H 2.96486 4.65610 2.49835 -0.003 -0.011 -0.002
H 4.05133 2.68040 4.02704 0.018 -0.023 0.028
H 4.85985 -0.27772 0.75092 0.007 0.008 0.008
H 5.72646 -1.11357 2.04864 -0.001 0.005 -0.001
H 6.01465 0.61489 1.75937 0.000 -0.004 -0.001
H 2.71929 -1.21099 1.85974 0.028 0.020 0.076
H 2.28082 -0.67306 3.48152 0.021 0.004 0.003
H 3.59490 -1.84651 3.24933 -0.008 -0.006 -0.005
H 5.55236 1.08857 4.14907 -0.003 0.007 -0.006
H 5.20892 -0.62007 4.41470 0.000 0.009 0.000
H 4.00973 0.58136 4.88682 -0.006 0.003 -0.006
H 4.10089 3.58368 -1.39581 -0.012 0.009 -0.007
H 3.76146 2.47179 -3.85651 0.002 -0.011 -0.018
H 1.31850 -0.03956 -3.74600 -0.008 -0.005 -0.001
H 2.80852 0.47131 -4.56524 0.001 0.006 0.005
H 1.38350 0.01001 -5.51057 0.005 0.008 0.007
H -0.81182 1.31531 -4.03948 0.023 0.012 -0.040
H -0.49664 1.50685 -5.76178 -0.006 -0.004 -0.003
H -0.73507 2.93728 -4.73007 0.014 -0.023 -0.011
H 2.88366 2.74707 -5.76718 0.023 -0.007 0.010
H 1.45078 3.78586 -5.72123 0.004 -0.010 0.002
H 1.45440 2.30590 -6.69576 0.000 0.002 0.007
O 3.16507 -7.57052 0.04258 0.035 0.025 -0.036
C 3.86855 -6.54478 0.04053 0.021 -0.061 0.147
O 5.10940 -6.41291 0.08513 -0.030 -0.008 -0.067
C 3.08183 -5.21034 -0.00242 -0.030 0.030 -0.038
C 3.74879 -4.00475 -0.18097 0.012 0.007 0.018
C 3.03583 -2.82395 -0.21495 -0.003 0.005 -0.021
N 1.70576 -2.77917 -0.07245 -0.020 -0.166 0.099
C 1.05190 -3.94243 0.09032 0.006 -0.075 -0.042
C 1.69870 -5.16403 0.12639 -0.005 -0.004 -0.036
C -0.46107 -3.84008 0.19176 -0.069 0.065 -0.032
O -1.14554 -4.83576 0.25456 -0.032 -0.024 0.024
O -0.90228 -2.60923 0.17008 -0.128 -0.554 0.069
H 4.82543 -4.01786 -0.28120 0.002 -0.008 -0.007
H 3.52626 -1.86796 -0.34917 -0.006 0.003 -0.010
H 1.12898 -6.07426 0.24382 0.016 -0.003 0.009
N -1.57062 0.26839 -0.19034 -0.211 -0.141 -0.070
C -2.22428 -0.30816 -1.37539 0.006 0.101 0.010
C -1.17664 -0.79974 -2.37979 0.051 0.043 -0.044
O -1.51357 -1.10859 -3.50656 0.025 0.051 -0.036
O 0.03658 -0.85233 -1.90554 -0.176 0.078 -0.585
H -2.15573 0.25238 0.63958 0.004 -0.007 0.018
H -1.28736 1.23393 -0.36843 0.101 0.020 0.021
H -2.87718 0.39596 -1.89290 -0.030 0.024 0.031
H -2.80517 -1.17834 -1.07041 -0.016 -0.013 -0.016
F -1.96315 -0.62142 2.75079 -0.002 -0.017 0.008
B -0.74935 -1.07833 3.23933 0.071 0.053 -0.017
F 0.24611 -0.89272 2.08836 -0.203 0.131 0.639
F -0.25878 -0.30361 4.26878 -0.009 -0.048 -0.021
F -0.74712 -2.41953 3.52408 -0.006 0.030 0.011